# C45H105N15O15

15 unconnected molecules or ions with the total composition C45H105N15O15 at a distorted geometry (ωB97M-V/def2-TZVPD, OMol25).

Output
Maximum force (eV Å⁻¹): 4.0
E (a.u.): -3727.6568

Geometry as XYZ:
```
180
Properties=species:S:1:pos:R:3:forces:R:3
O -13.046310 -8.758430 13.148890 -0.7 2.8 2.3
O -7.877590 -17.174890 26.874480 0.3 -0.3 0.4
O -3.845790 -9.936920 15.840580 -0.4 1.4 2.6
O -6.088160 -18.929890 23.273670 -0.5 -0.4 -0.3
O -8.522030 -18.887070 16.951350 -0.8 0.4 -0.5
O -8.465450 -12.202010 20.055690 0.5 0.2 0.1
O -12.596930 -13.763400 11.574900 -0.3 1.4 -1.3
O -8.606930 -9.333000 17.082000 -0.3 -0.5 0.3
O -10.207610 -11.062550 8.612600 -0.7 -1.2 0.2
O -10.775980 -15.192670 17.623630 -0.2 0.2 0.3
O -7.575400 -8.459300 26.430100 0.1 -0.3 -1.0
O -5.163770 -14.082310 16.996300 1.9 -0.9 -1.2
O -3.891090 -9.528670 23.358130 1.1 -0.3 0.6
O -1.703030 -12.570290 20.083740 -0.1 0.1 -0.8
O -6.707440 -12.206400 12.676560 -2.2 -0.9 -1.8
N -13.001220 -10.137210 11.471080 0.5 -0.8 -1.8
N -5.635320 -17.453050 27.113610 1.2 -1.4 2.0
N -6.220700 -17.400940 21.658240 -0.1 1.6 -0.8
N -7.644060 -18.919060 14.925440 1.5 -0.4 -1.5
N -4.935650 -9.075930 17.740730 1.0 -1.3 -0.3
N -8.238000 -9.835970 24.765910 -1.4 -1.2 -0.6
N -1.197670 -14.648730 19.768950 1.2 -2.8 -1.3
N -9.870670 -11.592300 18.433020 1.5 0.2 0.6
N -5.776320 -10.765780 14.085100 -0.9 -0.1 0.4
N -7.894440 -7.259630 17.215030 1.7 2.8 -0.6
N -11.736220 -17.075700 18.360700 0.5 -1.2 0.8
N -2.800470 -10.332330 21.623980 1.8 0.0 -3.1
N -11.584610 -15.264520 12.735890 1.5 -2.8 0.7
N -6.336030 -13.319690 18.741560 -1.1 -0.9 -1.3
N -10.219080 -12.879590 9.935040 -1.0 -0.8 -0.2
C -4.164390 -9.002380 16.623260 0.0 -0.4 -1.1
C -6.467200 -15.653500 25.754450 0.2 0.6 0.4
C -11.519120 -10.647000 13.218320 0.0 0.2 0.2
C -5.858340 -11.959410 13.476120 1.8 -0.1 1.6
C -12.126010 -12.463010 8.427170 -0.5 -0.2 -0.6
C -7.057000 -9.852450 23.933800 0.4 0.1 -0.4
C -2.966640 -9.145120 20.758150 0.0 0.2 1.2
C -9.613270 -12.086590 19.632570 -0.6 -0.9 1.7
C -12.926010 -17.098250 17.534410 -0.2 0.6 -0.1
C -6.939590 -9.849780 14.103170 1.6 -0.3 -0.5
C -5.380830 -10.337600 18.358910 -1.4 0.7 -0.5
C -10.754040 -12.557700 20.549520 -0.8 0.8 -0.2
C -8.679640 -18.977910 15.731730 -0.9 -0.9 2.1
C -8.427660 -8.340920 17.769930 -0.1 -0.8 1.7
C -6.770450 -18.340100 22.447970 1.2 0.8 0.7
C -4.793550 -12.986300 13.904730 -0.6 1.0 -0.8
C -8.994740 -12.559090 10.574410 1.0 0.1 0.4
C -8.244490 -18.345730 22.380930 -1.3 -0.8 -0.3
C -10.777740 -16.136960 18.416800 -0.7 1.8 -3.0
C -10.546990 -14.438350 13.297150 0.0 -0.3 1.9
C -3.174140 -10.419900 22.875150 -3.7 0.1 1.0
C -5.616100 -18.577720 28.157110 0.8 0.9 -0.8
C -8.723260 -8.242530 19.310940 -0.8 1.1 -1.0
C -13.602520 -15.849400 11.597790 -1.1 -0.9 -0.5
C -9.658270 -16.314670 19.333620 0.4 -0.4 0.8
C -10.783610 -12.095610 9.006550 0.6 2.2 -0.8
C -1.518560 -13.481220 19.253350 -1.3 3.3 1.1
C -6.240780 -13.797910 17.431240 -0.5 1.1 2.8
C -11.059750 -11.359580 17.756190 -1.8 -0.5 -1.8
C -1.746820 -13.249350 17.731320 0.8 -1.1 0.5
C -6.722100 -16.825300 26.676660 -2.4 0.3 -0.7
C -6.271120 -18.683530 15.323540 0.7 1.0 -0.9
C -10.012160 -19.240480 15.048730 -0.1 -0.3 -0.9
C -7.742050 -5.889510 17.750200 -2.2 0.5 -0.1
C -12.515170 -14.936840 11.902590 -0.9 3.2 -0.3
C -4.867730 -16.954540 21.678690 1.7 -0.7 -0.2
C -8.453750 -9.120140 25.871260 0.9 2.6 2.9
C -12.588410 -9.733440 12.657840 1.2 -2.0 -0.8
C -3.038810 -11.815670 23.538060 0.8 1.6 0.3
C -7.528330 -13.941180 16.692410 -0.5 0.1 0.0
C -9.809820 -9.068110 26.584410 -1.2 -2.0 0.1
C -3.817710 -7.590600 16.225010 -0.4 1.1 -1.0
C -14.019460 -9.482190 10.712010 -1.0 -0.6 0.0
C -5.296860 -13.436720 19.716590 1.3 -0.3 -0.6
C -1.015970 -15.129330 21.139420 -0.7 0.8 -0.4
H -4.589360 -18.904080 28.322590 0.3 0.2 -0.7
H -14.259120 -15.841190 12.467800 0.0 -0.3 0.1
H -6.057900 -18.531960 16.381680 -0.5 -0.5 -0.1
H -6.766830 -16.855320 21.006980 -0.4 -0.5 0.3
H -11.626300 -16.261130 12.894400 0.8 0.1 0.7
H -11.488140 -17.851610 18.957790 -0.7 -0.3 -0.2
H -10.365030 -9.963110 26.303660 -0.5 0.0 -0.3
H -9.532510 -14.684420 12.983480 -0.2 0.3 -0.5
H -6.413650 -10.477060 18.039640 -0.1 -0.3 -0.1
H -4.015570 -9.045820 20.478900 0.1 0.2 0.0
H -0.666300 -16.141470 20.935930 0.1 0.1 0.9
H -8.551880 -17.851080 23.302310 -0.4 -0.3 0.0
H -4.973630 -10.590840 14.672610 -0.3 0.1 0.3
H -3.239320 -11.667820 24.599200 0.0 -0.1 -0.1
H -12.657990 -11.010610 11.097610 0.0 0.1 0.1
H -10.586380 -14.669800 14.361570 0.4 -0.2 0.3
H -13.793370 -17.038340 18.191830 -0.2 0.0 -0.2
H -7.405880 -14.648260 15.871960 0.0 0.0 0.1
H -5.607020 -19.395510 14.833470 -0.1 -0.5 0.5
H -11.887060 -11.101240 14.138300 0.1 0.1 0.1
H -4.268950 -17.415850 22.464030 -0.4 -0.4 0.0
H -7.899180 -10.351840 13.979780 0.3 -0.3 0.0
H -14.190920 -15.401660 10.796900 0.2 -0.3 -0.1
H -7.409530 -15.208820 25.434500 0.0 -0.7 -0.5
H -6.956440 -8.920250 23.377930 0.3 0.3 0.4
H -2.325580 -9.081600 19.878890 0.0 -1.0 0.0
H -2.526560 -11.180300 21.148570 0.5 -0.1 -0.1
H -14.799590 -10.243130 10.733610 -0.7 0.4 -0.7
H -7.231450 -12.974640 19.056630 -0.1 0.0 0.2
H -0.894880 -15.375530 19.136350 -0.3 0.3 -0.4
H -8.308460 -14.251270 17.387640 -0.1 -0.2 -0.2
H -2.805190 -7.210950 16.361990 0.1 -0.6 0.3
H -6.143880 -19.472610 27.827380 -0.3 0.5 -0.1
H -1.972360 -15.117480 21.662190 -0.1 -0.3 0.0
H -11.905240 -11.951050 18.107510 0.1 0.3 0.3
H -4.621100 -12.584120 19.649360 0.0 0.2 0.6
H -6.917010 -9.339990 15.066340 -0.1 0.2 -0.2
H -6.136780 -10.089060 24.467940 -0.1 0.3 0.0
H -9.707830 -8.643470 19.551740 0.3 -0.9 -0.1
H -7.184610 -10.589830 23.141270 -0.2 -0.3 0.2
H -9.803350 -9.175740 27.669060 1.3 -0.2 0.1
H -11.548640 -11.811850 20.570530 -0.3 0.0 -0.5
H -12.734710 -13.145990 9.019720 0.2 0.0 0.1
H -9.218620 -12.273750 11.602290 0.5 0.2 0.1
H -4.472890 -6.805970 16.603430 -0.2 -0.2 0.6
H -9.993930 -20.073630 14.346140 0.6 -0.7 0.3
H -4.011350 -7.510590 15.155340 0.2 -0.3 -0.2
H -10.628280 -10.049330 13.411430 0.0 -0.1 0.2
H -10.539640 -12.609940 21.616950 1.0 -0.2 -0.3
H -7.694870 -7.287040 16.225330 -0.1 -0.6 0.1
H -9.082580 -11.228160 17.916870 0.4 0.1 0.3
H -7.943600 -8.561560 20.002640 0.0 -0.4 -0.4
H -8.645820 -19.354200 22.280850 0.1 -0.1 0.7
H -13.052120 -17.936520 16.849210 0.5 -0.5 0.4
H -5.793780 -16.006830 24.973590 -0.2 0.4 -0.3
H -10.782140 -13.540780 10.450690 -0.4 0.1 -0.4
H -8.451880 -11.769130 10.055410 -0.3 0.0 0.1
H -0.788670 -13.365400 17.224770 0.1 -0.2 0.0
H -10.512010 -8.234430 26.585860 0.5 0.5 -1.3
H -10.772390 -13.372860 13.342080 -0.1 -0.2 -1.0
H -5.183940 -8.220840 18.217470 0.2 -0.1 -0.2
H -6.041910 -14.790180 26.266230 0.7 -0.2 0.3
H -3.749090 -12.546090 23.150640 0.2 0.1 -0.3
H -13.281460 -16.863140 11.358300 -0.2 -0.1 0.0
H -1.987210 -12.070620 23.406790 -0.1 -0.7 0.0
H -13.729330 -9.257130 9.685720 0.2 -0.1 0.1
H -3.900280 -12.715340 13.341930 0.3 -0.1 0.2
H -8.930720 -16.923760 18.797170 0.1 -0.3 0.2
H -5.141420 -13.950950 13.535190 0.1 0.0 0.4
H -7.783090 -5.130640 16.968830 0.6 -0.5 -0.6
H -0.365430 -14.526070 21.772650 0.4 -0.1 -0.4
H -5.867130 -18.295540 29.179580 -0.9 0.4 -0.3
H -12.709730 -11.588090 8.141010 0.1 0.4 0.7
H -4.822840 -16.864460 26.997290 0.3 -0.6 0.3
H -11.301390 -10.306140 17.614860 -0.1 0.1 0.4
H -2.113760 -12.278980 17.396920 -0.2 0.0 0.9
H -11.202140 -13.507070 20.256280 0.1 0.0 -0.3
H -4.859670 -11.239810 18.038730 0.5 0.5 0.1
H -11.293040 -11.427020 12.491300 0.1 0.0 0.2
H -12.008800 -12.877390 7.425840 0.5 -0.5 0.1
H -8.349010 -13.437220 10.569830 0.1 0.0 0.3
H -4.448370 -17.250230 20.717020 0.5 0.1 0.0
H -5.968080 -17.760750 14.828820 0.1 0.4 0.2
H -5.460480 -10.195080 19.436610 0.5 -0.3 0.0
H -4.637920 -12.902400 14.980290 0.2 -0.5 -0.2
H -8.717960 -17.854710 21.530740 0.6 0.5 0.0
H -8.922010 -7.198070 19.551150 0.4 0.2 0.0
H -8.716650 -5.643170 18.171590 0.1 0.0 0.7
H -6.971100 -5.553770 18.443760 0.3 -1.0 0.0
H -4.653590 -15.893690 21.808440 -0.9 0.3 -0.1
H -9.188380 -15.353560 19.542360 -0.2 -0.1 0.2
H -4.642680 -14.271900 19.466340 0.0 -0.2 -0.3
H -2.650850 -8.259770 21.310000 -0.4 0.0 0.3
H -7.720570 -19.320670 14.001880 -0.3 0.3 0.1
H -8.937830 -10.534030 24.558430 0.0 0.3 -0.1
H -2.413100 -14.022500 17.348670 -0.1 0.0 0.0
H -14.399990 -8.582450 11.195500 0.3 -0.2 0.1
H -5.616810 -13.652990 20.735890 -0.5 0.5 -0.1
H -12.932050 -16.252100 16.847330 0.2 0.3 0.4
H -10.865030 -19.459020 15.691350 0.3 0.6 0.2
H -10.056440 -16.797840 20.225870 0.6 -0.1 0.3
H -7.871160 -12.997510 16.268080 0.2 0.2 -0.1
H -10.202000 -18.492290 14.279140 -0.3 0.8 0.6
H -10.881030 -11.739900 16.750450 -0.3 0.0 -0.3
H -6.757730 -9.207490 13.241500 -0.7 0.6 0.2
```
Forces are in eV/Å.